[1]
Here is 3 unconnected molecules or ions with the total composition C16H25Br4N2O3 at a distorted geometry from the Open Molecules 2025 dataset. Energies are from ωB97M-V with the def2-TZVPD basis set.

Summary:
calculated total energy: -306282.417 eV
net charge: +1
HOMO-LUMO gap: 6.86 eV
HOMO: -11.67 eV

XYZ file:
```
50
Properties=species:S:1:pos:R:3:nbo_charge:R:1
Br -5.8843 2.5324 1.8782 -0.05
Br -9.0175 3.3005 0.0958 0.00
Br 2.3818 -0.4236 -4.0778 -0.02
Br 5.2057 -2.4663 -2.8774 0.00
O -2.9981 1.1093 -1.1928 -0.49
O 4.7469 -1.1475 2.9732 -0.56
O -2.8799 2.6718 0.4498 -0.65
N 4.3090 -1.3320 0.7041 -0.68
N -1.6685 -1.7670 2.9394 -0.44
C -6.1662 3.5145 0.2159 -0.43
C -2.4213 0.2706 1.0061 -0.04
C 4.8949 -0.6589 1.8684 0.71
C 0.6223 -1.0454 -0.7493 -0.41
C -3.4004 -0.2857 1.9680 -0.21
C 2.1888 -1.2480 -0.7104 -0.43
C -2.9802 -1.3141 2.9231 0.07
C -1.0195 -0.2506 1.0350 0.03
C 3.4588 -1.7421 -5.0277 -0.44
C -0.7377 -1.2687 2.0552 0.07
C 3.7946 -2.9146 -4.1426 -0.45
C 5.6731 0.6838 1.6181 -0.72
C -2.8132 1.3804 -0.0469 0.77
C 0.0833 0.2420 0.0236 -0.46
C 2.8666 -0.9354 0.6726 -0.22
C -7.4032 4.3711 0.2911 -0.46
H -6.1990 2.7797 -0.5855 0.24
H -0.4080 0.9025 -0.7507 0.25
H 6.7255 0.4063 1.3566 0.26
H -5.2766 4.1336 0.0987 0.24
H -7.4935 4.9141 1.2296 0.24
H 5.1440 1.2013 0.7688 0.23
H 4.3357 -1.2216 -5.4055 0.24
H -2.4230 2.6606 1.3180 0.50
H 0.0528 -1.9567 -0.4009 0.20
H 5.5937 1.3191 2.5338 0.24
H 2.9466 -3.2686 -3.5597 0.23
H -3.7129 -1.7589 3.6346 0.26
H 2.2921 -1.3072 1.5697 0.16
H 2.8830 0.1972 0.7719 0.19
H -1.3541 -2.4970 3.5881 0.46
H 2.8411 -2.0610 -5.8675 0.24
H -4.4480 0.0944 1.9071 0.29
H 0.8744 0.8656 0.5104 0.25
H 0.3442 -0.9312 -1.8401 0.25
H 4.1932 -3.7383 -4.7347 0.24
H 2.6828 -0.7198 -1.5799 0.25
H 4.3214 -2.3438 0.8698 0.38
H -7.4278 5.0783 -0.5378 0.24
H 2.3695 -2.3517 -0.9108 0.21
H 0.3069 -1.6736 2.1234 0.26
```



[2]
Here is 11 unconnected molecules or ions with the total composition C33H51F8O36P3 at a distorted geometry from the Open Molecules 2025 dataset. Energies are from ωB97M-V with the def2-TZVPD basis set.

Summary:
SMILES: O=C1OC[C@@H](F)O1.O=C1OC[C@@H](F)O1.O=C1OC[C@@H](F)O1.O=C1OC[C@@H](F)O1.O=C1OC[C@@H](F)O1.O=C1OC[C@@H](F)O1.O=C1OC[C@@H](F)O1.O=C1OC[C@@H](F)O1.COP(=O)(OC)OC.COP(=O)(OC)OC.COP(=O)(OC)OC
calculated total energy: -158366.697 eV
net charge: 0
HOMO-LUMO gap: 10.67 eV
ΔE to the lowest compared entry with this formula, charge and spin: 0.000 eV
HOMO: -10.59 eV

XYZ file:
```
131
Properties=species:S:1:pos:R:3:lowdin_charge:R:1
P 7.6561 -5.1672 1.5220 0.52
P -1.0943 1.7243 -1.5412 0.46
P 0.3905 -3.9324 6.1700 0.47
F 4.3059 7.3006 -4.7476 0.10
F -7.9135 8.3272 2.2539 0.09
F -3.3256 -7.3995 4.1406 0.10
F 1.4272 -5.3901 -8.1192 0.12
F 8.7515 1.9168 5.3638 0.08
F -2.6657 7.1916 2.4774 0.11
F -6.9870 1.1114 -4.2636 0.07
F -2.9291 7.1411 -4.4226 0.11
O 7.9970 -4.6750 3.0457 -0.23
O -6.6487 9.0398 -5.2825 0.10
O 6.2560 -0.1156 3.1020 0.14
O -6.5214 1.0363 -7.6182 0.06
O 3.5542 -3.3001 -5.3256 0.14
O 2.7220 -5.1313 -6.3571 0.19
O 0.2976 -5.5419 5.9802 -0.24
O -7.2951 2.4726 -6.1178 0.15
O -1.4971 0.8235 -2.8297 -0.26
O 2.0046 -3.6887 6.5123 -0.21
O -8.5387 6.4010 1.2867 0.13
O 8.5410 0.1501 3.0343 0.07
O -0.4555 -3.3549 7.2525 -0.24
O 2.4935 5.0455 -4.8784 0.09
O 1.5172 5.4197 -6.8172 0.17
O -0.5913 5.8705 6.0257 0.13
O 6.4929 -4.1233 0.9374 -0.24
O -6.9890 3.1439 -8.3247 0.16
O -3.0631 -7.0294 1.2311 0.05
O 0.2521 -3.3015 4.7446 -0.16
O 7.4956 0.0313 4.9217 0.16
O -1.2524 6.6763 3.9687 0.14
O -5.9802 6.8624 -4.9539 0.09
O 9.0473 -4.6385 0.8193 -0.25
O -1.5846 3.1258 -1.6366 -0.26
O -4.7996 -7.0700 2.6378 0.15
O -1.8395 4.6769 4.5340 0.09
O 0.5194 1.5386 -1.4607 -0.23
O -4.6290 -5.3881 1.1541 0.16
O -7.4264 4.3102 1.4785 0.10
O 1.3042 -3.7412 -5.5016 0.07
O -4.6915 8.5004 -4.2018 0.16
O -7.9346 5.6398 3.2316 0.07
O 2.2964 7.1069 -5.5412 0.16
O -1.7434 0.8315 -0.3005 -0.24
O 7.2564 -6.5812 1.3262 -0.25
C -4.0844 7.2931 -3.8170 -0.36
C -8.8791 6.6699 3.5745 -0.02
C -1.1857 5.7816 4.9454 -0.52
C -6.9336 2.3275 -7.4173 -0.49
C 8.8060 0.5652 5.1897 -0.27
C 9.5912 0.1452 3.9838 -0.06
C 7.3480 -0.0584 3.6536 -0.58
C -1.7844 6.2448 2.7432 -0.33
C -3.9514 -8.0005 3.1380 -0.36
C -4.1806 -6.3701 1.6956 -0.53
C -7.4460 1.2416 -5.5240 -0.33
C 0.2387 -6.5125 7.0296 -0.09
C -5.0202 6.2107 -4.2087 -0.09
C -5.8118 8.1938 -4.8732 -0.48
C 1.0752 0.1728 -1.2647 -0.06
C 2.9747 -4.3623 5.7392 -0.14
C 0.5328 -4.7385 -6.0737 -0.09
C 2.7676 5.7894 -3.7309 -0.05
C 9.6692 -5.5145 -0.1643 -0.09
C -0.9333 -3.1696 4.1452 -0.18
C -3.1554 0.5712 -0.2121 -0.10
C -1.2684 1.2294 -4.2037 -0.07
C 3.0411 7.1990 -4.3907 -0.33
C 2.0478 5.8523 -5.8356 -0.59
C -2.3208 4.8987 3.1823 -0.04
C -8.8823 7.4155 2.2113 -0.32
C -6.4257 0.4208 -6.3575 -0.07
C 2.6374 -4.0011 -5.7419 -0.52
C 8.7918 -5.4520 3.9007 -0.13
C 6.2677 -3.9553 -0.4339 -0.12
C -2.9353 -8.2644 1.9761 -0.02
C -7.8869 5.3888 1.9402 -0.49
C 1.5282 -5.5774 -6.8178 -0.38
H -0.1845 1.3060 -4.2898 0.08
H 9.0073 -6.3494 -0.3942 0.08
H -1.3642 -2.1705 4.2096 0.10
H 10.4444 -5.9628 0.4573 0.08
H 9.9683 -0.8775 3.9780 0.14
H -0.7133 -7.0412 7.0770 0.09
H 3.6027 5.4532 -3.1164 0.14
H 7.0297 -4.4791 -1.0111 0.08
H -1.6069 2.2540 -4.3573 0.08
H 10.0933 -4.8961 -0.9554 0.09
H 1.9071 5.8266 -3.0629 0.14
H -3.7435 0.9310 -1.0564 0.08
H -9.8591 6.3333 3.9126 0.14
H 3.8271 -4.6989 6.3294 0.09
H 0.1226 -5.3727 -5.2878 0.14
H 2.5870 -5.2241 5.1961 0.08
H 10.4094 0.8078 3.7019 0.15
H -3.2741 -8.9996 1.2462 0.14
H 9.2134 -6.3181 3.3907 0.09
H -3.9287 7.2557 -2.7389 0.17
H 6.3092 -2.9099 -0.7399 0.10
H -0.8470 -3.2636 3.0626 0.09
H 1.3910 -6.6186 -6.5258 0.17
H 2.7615 8.0976 -3.8407 0.17
H -3.5363 1.1112 0.6547 0.08
H -1.0593 6.1220 1.9386 0.17
H -5.3883 5.6688 -3.3374 0.14
H -4.6175 5.4294 -4.8533 0.15
H -5.4149 0.6148 -5.9988 0.14
H -4.5586 -8.8311 3.4980 0.17
H -1.9130 4.1968 2.4550 0.13
H 8.2495 -5.8420 4.7621 0.09
H 1.8738 0.1640 -0.5229 0.09
H 9.0678 0.1404 6.1588 0.17
H -8.4482 0.8139 -5.5511 0.18
H -1.8235 -3.7493 4.3893 0.10
H 1.5007 -0.1139 -2.2264 0.09
H 0.4055 -6.0014 7.9778 0.09
H 0.9859 -7.3061 7.0244 0.08
H -8.4629 7.2933 4.3658 0.14
H -3.4365 -0.4708 -0.0588 0.09
H -1.9515 -8.3836 2.4299 0.14
H -9.8293 7.9288 2.0442 0.17
H 3.3953 -3.7777 4.9210 0.09
H -0.2383 -4.2241 -6.6473 0.15
H -3.3875 4.7447 3.0197 0.14
H 9.5718 -4.8619 4.3819 0.09
H -6.5747 -0.6582 -6.3975 0.14
H 5.3295 -4.4635 -0.6565 0.09
H 0.3991 -0.6218 -0.9491 0.08
H -1.7052 0.5132 -4.8996 0.09
```



[3]
Here is 13 unconnected molecules or ions with the total composition C19H39F3N10O29 at a distorted geometry from the Open Molecules 2025 dataset. Energies are from ωB97M-V with the def2-TZVPD basis set.

Summary:
calculated total energy: -102734.300 eV
net charge: 0
HOMO-LUMO gap: 10.31 eV
ΔE to the lowest compared entry with this formula, charge and spin: 4.033 eV
HOMO: -10.62 eV

XYZ file:
```
100
Properties=species:S:1:pos:R:3:lowdin_charge:R:1
F 0.5258 8.5315 1.3956 0.06
F -1.6673 1.7751 5.9461 0.10
F 0.9978 -3.5734 -3.8310 0.13
O 5.0111 -0.2347 5.9865 0.06
O -2.8828 4.8045 -3.1683 0.05
O 3.1395 -3.5259 -7.2598 0.13
O -2.2090 5.1115 5.7535 0.06
O -3.0970 6.3918 -4.6368 0.08
O 3.7488 -3.6854 -5.1480 0.10
O -2.4682 3.2898 4.5356 0.15
O 7.3778 2.0643 -0.2775 0.08
O -5.3347 1.0760 -4.8711 0.05
O 0.7965 -5.6755 8.1611 0.04
O -3.6713 -6.7738 -2.0406 0.06
O 0.3182 -7.4226 2.9717 0.05
O -0.8867 -1.2789 1.0648 0.08
O -4.3091 -0.7908 -4.4257 0.04
O 5.0682 -2.3181 5.4373 0.02
O 2.7195 1.5468 -6.2996 0.06
O 2.0341 6.8571 1.7426 0.18
O 1.1176 -6.3434 1.2133 0.05
O -8.9683 -1.9652 2.9568 0.04
O 1.9317 -4.6472 -5.6745 0.13
O 2.6415 4.7590 1.5692 0.16
O 1.1318 -0.9259 0.3600 0.04
O 0.7109 -3.6311 8.9511 0.04
O -3.3387 5.2966 3.7347 0.11
O -8.5751 -1.7874 0.8241 0.05
O 8.0797 1.7135 -2.2424 0.04
O -5.4918 -7.7553 -1.5911 0.02
O 1.7539 6.0011 -0.2081 0.06
O 2.0474 2.2177 -8.3233 0.04
N -4.4354 0.2616 -5.0694 -0.43
N 1.2183 -6.9689 2.2666 -0.43
N 0.2609 -4.5462 8.2243 -0.42
N -8.3159 -1.5094 1.9961 -0.44
N -0.0899 -0.6960 0.3886 -0.45
N -4.6364 -6.8706 -1.3290 -0.44
N 7.1840 1.7194 -1.3900 -0.46
N 2.8971 1.9381 -7.4560 -0.42
N 5.4812 -1.1419 5.3185 -0.42
N -3.3823 5.8228 -3.6242 -0.45
C -0.5878 0.4911 -0.3249 0.04
C -2.7361 4.5997 4.5898 -0.47
C -3.5910 0.4970 -6.2507 0.03
C -1.9389 4.0684 6.5999 -0.09
C 4.2704 2.1438 -7.9830 0.02
C 6.4253 -0.8165 4.1797 0.05
C 1.1035 7.2158 -0.3735 -0.10
C 1.5944 7.8800 0.8242 -0.27
C 2.5992 -7.1148 2.8988 0.05
C -4.9371 -5.7600 -0.3845 0.05
C -7.3028 -0.4753 2.2365 0.04
C 2.2007 5.7788 1.1036 -0.57
C -0.6842 -4.1373 7.1901 0.03
C -1.5202 3.0313 5.5519 -0.33
C 3.2739 -4.2698 -3.9191 -0.02
C 1.7937 -4.5302 -4.2247 -0.31
C 5.8729 1.0963 -1.7433 0.05
C -4.5610 6.4268 -2.8917 0.04
C 2.9706 -3.9133 -6.1120 -0.63
H -0.6079 1.3515 0.3440 0.11
H -3.6610 1.5693 -6.4334 0.10
H -6.8109 -0.7281 3.1757 0.10
H 4.3471 2.8830 -8.7804 0.09
H -5.2909 -5.0955 -1.1727 0.11
H -0.4882 3.1876 5.2379 0.18
H -1.2260 4.3621 7.3704 0.15
H -1.3738 -3.3972 7.5959 0.10
H 0.0080 0.5734 -1.2339 0.10
H -2.5970 0.0926 -6.0592 0.10
H 5.6900 0.3873 -0.9359 0.09
H -3.9805 0.0168 -7.1483 0.11
H 5.8499 0.5891 -2.7079 0.10
H -5.1344 7.0335 -3.5925 0.09
H 2.5578 -7.3710 3.9574 0.09
H 7.2586 -1.5180 4.2201 0.09
H 1.2896 7.6299 -1.3644 0.15
H 0.0187 7.1828 -0.2716 0.15
H -4.1335 6.9847 -2.0585 0.10
H -1.6226 0.2816 -0.5960 0.10
H 3.8493 -5.1943 -3.8732 0.14
H -6.6456 -0.4710 1.3669 0.10
H 5.8386 -0.8478 3.2616 0.10
H 2.4395 8.5651 0.7569 0.18
H -2.8537 3.7032 7.0666 0.15
H 3.0976 -7.9233 2.3640 0.10
H -5.2268 5.6768 -2.4647 0.09
H -4.0056 -5.3285 -0.0182 0.10
H 4.7269 1.2195 -8.3373 0.10
H -0.0065 -3.6151 6.5147 0.11
H 2.9592 -6.0912 2.7948 0.09
H -5.6765 -6.0366 0.3670 0.10
H 5.0934 1.8522 -1.6484 0.10
H 1.6621 -5.4776 -3.7019 0.17
H -1.2342 -4.9724 6.7563 0.10
H -7.9103 0.4297 2.2397 0.11
H 4.8227 2.5988 -7.1608 0.09
H 3.4759 -3.6102 -3.0751 0.14
H 6.8225 0.1848 4.3457 0.09
```



It is found that the lowest unoccupied orbital energy values, taken in the order of the records, are -4.8, 0.1, -0.3 eV.